(1)
Below is an isolated molecule of C4H3FO3, with properties calculated with ωB97M-V/def2-TZVPD.

E_LUMO = 0.3 eV
frontier orbital gap = 10.42 eV
SMILES string = O=CO/C(C=O)=C/F
molecular weight = 118.06 g/mol
energy relative to the best compared isomer or geometry (same formula, charge and spin) = 51.5 kcal per mole

```
! RIJCOSX wB97M-V def2-TZVPD def2/J DEFGRID3
* xyz 0 1
O -2.19 0.90 0.06
C -1.96 -0.30 -0.01
O -0.74 -0.80 -0.25
C 0.39 -0.08 -0.21
C 1.62 -0.96 -0.02
O 2.66 -0.48 -0.02
C 0.43 1.19 -0.09
F 1.60 1.90 -0.03
H -2.70 -1.19 0.17
H 1.35 -2.11 0.59
H -0.45 1.93 -0.19
*
```

These are the Mulliken partial charges, in e, on atoms 1 to 2: -0.514 0.283

***

(2)
Below is the ion C13H27N2O2S with charge +1, with properties calculated with ωB97M-V/def2-TZVPD.

E_LUMO = -3.0 eV
frontier orbital gap = 9.59 eV
molecular weight = 275.44 g/mol
energy relative to the best compared isomer or geometry (same formula, charge and spin) = 0.0 kcal per mole

```
! RIJCOSX wB97M-V def2-TZVPD def2/J DEFGRID3
* xyz 1 1
C -2.39 -2.97 -0.47
O -1.03 -2.61 -0.37
C -0.17 -3.30 -1.27
C 0.57 -2.29 -2.14
C 1.76 -1.65 -1.38
C 1.43 -0.30 -0.82
N 1.50 0.01 0.45
C 1.87 -0.96 1.51
C 1.58 -0.49 2.93
N 2.61 0.39 3.46
C 1.03 1.37 0.77
C 1.11 2.19 -0.51
C 0.14 3.37 -0.65
C -1.07 3.42 0.29
C -2.12 2.33 0.04
O -1.97 1.82 -1.27
C -2.67 0.60 -1.47
S 0.91 0.96 -1.85
H -2.54 -4.04 -0.30
H -2.81 -2.70 -1.45
H -2.93 -2.41 0.30
H 0.54 -3.89 -0.67
H -0.73 -4.00 -1.89
H 0.91 -2.73 -3.07
H -0.15 -1.51 -2.40
H 2.09 -2.31 -0.59
H 2.62 -1.51 -2.05
H 1.33 -1.89 1.32
H 2.94 -1.14 1.43
H 0.57 -0.06 2.99
H 1.54 -1.40 3.53
H 2.86 0.14 4.41
H 2.34 1.36 3.47
H 1.68 1.79 1.54
H 0.01 1.30 1.16
H 2.14 2.55 -0.62
H -0.24 3.39 -1.68
H 0.71 4.30 -0.53
H -1.52 4.40 0.16
H -0.75 3.38 1.33
H -3.12 2.75 0.17
H -2.03 1.51 0.77
H -3.63 0.60 -0.95
H -2.85 0.49 -2.54
H -2.08 -0.25 -1.11
*
```

These are the Mulliken partial charges, in e, on atoms 1 to 2: -0.926 -0.258

***

(3)
Below is the ion C31H50BBr2FNO3S with charge +1, with properties calculated with ωB97M-V/def2-TZVPD.

E_LUMO = -5.0 eV
frontier orbital gap = 6.97 eV
SMILES string = CCCCCCCCCCCCCCCCc1c([C@@H](Br)[C@H](C)Br)[n+](S(=O)(=O)F)cc2ccc(B(C)O)c(CC)c12
molecular weight = 706.43 g/mol

```
! RIJCOSX wB97M-V def2-TZVPD def2/J DEFGRID3
* xyz 1 1
C -1.69 -1.23 7.56
C -2.15 -1.41 6.06
C -0.97 -1.79 5.07
C -1.41 -2.86 3.97
C -1.61 -2.19 2.55
C -3.06 -2.41 1.92
C -3.00 -2.78 0.38
C -2.30 -1.62 -0.49
C -3.26 -1.09 -1.62
C -4.47 -0.21 -1.12
C -4.10 0.96 -0.12
C -4.01 2.36 -0.84
C -2.98 2.38 -2.05
C -1.52 2.78 -1.57
C -0.54 1.56 -1.34
C 0.87 1.95 -2.02
C 1.72 0.67 -2.03
C 1.75 -0.10 -3.30
C 1.04 0.39 -4.63
Br -0.93 0.54 -4.48
C 1.72 1.73 -5.24
C 1.66 1.61 -6.84
Br 3.61 1.73 -4.66
N 2.48 -1.33 -3.36
S 2.62 -2.32 -4.75
O 3.53 -3.42 -4.61
O 1.32 -2.71 -5.24
F 3.25 -1.32 -5.89
C 3.15 -1.84 -2.25
C 3.21 -1.14 -0.98
C 4.00 -1.81 0.11
C 4.11 -1.11 1.35
C 3.42 0.23 1.51
B 3.73 0.87 2.98
C 3.44 -0.07 4.25
O 4.22 2.19 3.08
C 2.62 0.88 0.47
C 2.03 2.26 0.78
C 3.09 3.36 0.23
C 2.50 0.16 -0.83
H -0.57 -1.16 7.69
H -2.02 -2.10 8.21
H -2.14 -0.31 8.03
H -2.93 -2.22 6.03
H -2.63 -0.46 5.70
H -0.16 -2.25 5.71
H -0.52 -0.88 4.59
H -2.38 -3.33 4.29
H -0.60 -3.64 3.93
H -1.47 -1.07 2.65
H -0.81 -2.54 1.83
H -3.59 -3.23 2.47
H -3.65 -1.46 2.04
H -4.01 -3.01 -0.05
H -2.37 -3.70 0.29
H -1.84 -0.83 0.16
H -1.44 -2.13 -1.02
H -2.62 -0.61 -2.41
H -3.71 -2.01 -2.11
H -5.25 -0.89 -0.70
H -4.91 0.28 -2.04
H -4.93 1.02 0.64
H -3.14 0.81 0.44
H -3.68 3.17 -0.11
H -5.04 2.68 -1.17
H -3.33 3.23 -2.72
H -3.03 1.46 -2.69
H -1.60 3.36 -0.61
H -1.11 3.52 -2.33
H -0.45 1.41 -0.23
H -0.93 0.58 -1.74
H 0.56 2.34 -3.03
H 1.34 2.85 -1.54
H 1.15 -0.34 -5.47
H 1.15 2.65 -4.98
H 1.32 2.60 -7.24
H 0.90 0.85 -7.19
H 2.69 1.45 -7.25
H 3.69 -2.82 -2.32
H 4.52 -2.79 -0.06
H 4.72 -1.58 2.16
H 2.55 -0.72 3.99
H 4.35 -0.73 4.38
H 3.21 0.53 5.18
H 4.70 2.28 3.92
H 1.03 2.52 0.39
H 1.94 2.52 1.88
H 3.75 3.64 1.10
H 3.68 2.95 -0.63
H 2.53 4.28 -0.09
*
```

These are the Mulliken partial charges, in e, on atoms 1 to 2: -1.076 -0.369

***

Q: Which value of E_LUMO does entry 3 give?
A: -5.0 eV